A:
Formula: C3HNO2
Source: OMol25
Level of theory: the ωB97M-V functional and the def2-TZVPD basis

Last column: Mulliken charge in e.
Geometry (Å):
C1 -0.976 0.032 -0.014  -0.5162
C2 -0.300 -1.084 -0.002  0.7103
C3 2.142 0.646 0.041  -0.1692
N1 1.045 1.021 0.004  0.1428
O1 -0.264 1.246 -0.034  -0.2255
O2 0.393 -2.015 -0.006  -0.3073
H1 -2.040 0.154 0.011  0.3651

HOMO-LUMO gap: 9.2 eV
net charge: 0
lowest unoccupied orbital energy: -0.4 eV
HOMO level: -9.528 eV

***

B:
Formula: C3HNO2
Source: OMol25
Level of theory: the ωB97M-V functional and the def2-TZVPD basis

Last column: Mulliken charge in e.
Geometry (Å):
C1 -1.402 -0.794 0.340  -0.3088
C2 -0.369 -0.172 0.330  -0.1402
C3 0.989 0.338 -0.822  0.5338
N1 0.738 0.675 0.379  0.4565
O1 1.387 -0.270 -1.738  -0.3287
O2 0.929 1.605 1.189  -0.6511
H1 -2.271 -1.383 0.321  0.4384

HOMO-LUMO gap: 8.3 eV
net charge: 0
lowest unoccupied orbital energy: -0.7 eV
HOMO level: -8.945 eV

***

C:
Formula: C3HNO2
Source: OMol25
Level of theory: the ωB97M-V functional and the def2-TZVPD basis

Last column: Mulliken charge in e.
Geometry (Å):
N1 -2.457 -0.593 -0.127  -0.2972
C1 -1.391 -0.121 0.063  0.1674
C2 -0.028 0.402 0.177  0.6198
O1 0.231 1.591 -0.042  -0.4084
C3 0.981 -0.760 0.101  -0.0370
O2 2.170 -0.489 -0.132  -0.3881
H1 0.619 -1.800 0.240  0.3435

HOMO-LUMO gap: 8.9 eV
net charge: 0
lowest unoccupied orbital energy: -2.4 eV
structure (SMILES): N#CC(=O)C=O
HOMO level: -11.315 eV

***

Relative energies in kJ/mol: A 313.0; B 473.8; C 0.0

***

A:
Formula: C5H8N4O2S
Source: OMol25
Level of theory: the ωB97M-V functional and the def2-TZVPD basis

Last column: Mulliken charge in e.
Geometry (Å):
C1 -0.356 -1.485 -1.319  0.0792
C2 -1.181 -1.298 0.805  -0.2765
C3 0.935 -1.058 -0.920  -0.6126
C4 0.254 0.375 0.328  0.5100
C5 -1.651 2.476 -0.122  -0.8275
N1 -1.188 -1.903 -0.353  -0.4625
N2 -0.677 -0.127 1.102  -0.4882
N3 1.434 0.891 0.855  -0.4080
N4 1.656 -1.667 0.084  1.0479
O1 2.799 -1.225 0.234  -0.6097
O2 1.135 -2.544 0.754  -0.6153
S1 -0.327 1.688 -1.017  -0.1310
H1 -0.739 -1.447 -2.324  0.3985
H2 -1.801 -1.733 1.497  0.5331
H3 1.575 -0.680 -1.720  0.4049
H4 -2.458 1.881 -0.163  0.3077
H5 -2.080 3.452 -0.538  0.3102
H6 -1.402 2.588 0.961  0.2983
H7 2.003 1.475 0.291  0.2171
H8 2.070 0.343 1.564  0.3245

HOMO-LUMO gap: 7.9 eV
net charge: 0
lowest unoccupied orbital energy: -1.0 eV
HOMO level: -8.882 eV

***

B:
Formula: C5H8N4O2S
Source: OMol25
Level of theory: the ωB97M-V functional and the def2-TZVPD basis

Last column: Mulliken charge in e.
Geometry (Å):
C1 2.342 0.613 1.390  -0.4340
C2 3.035 1.695 0.770  -0.7271
C3 1.675 0.005 0.273  0.3133
C4 -3.503 -1.021 -0.373  -0.9255
C5 0.711 -1.066 0.333  0.2606
N1 1.809 0.682 -0.841  -0.6998
N2 0.239 -2.104 0.624  0.4616
N3 2.675 1.683 -0.555  0.1150
N4 -1.061 -0.064 -1.131  -0.6830
O1 -0.368 -3.130 0.447  -0.6508
O2 -2.436 1.313 0.402  -0.6173
S1 -1.975 -0.089 0.400  0.6107
H1 2.234 0.221 2.336  0.5136
H2 3.639 2.394 1.165  0.5500
H3 -4.295 -0.370 -0.180  0.3681
H4 -3.517 -1.954 0.096  0.3296
H5 -3.332 -1.017 -1.440  0.2944
H6 -0.411 0.766 -1.138  0.3783
H7 3.052 2.256 -1.228  0.1807
H8 -0.513 -0.812 -1.349  0.3617

HOMO-LUMO gap: 9.3 eV
net charge: 0
lowest unoccupied orbital energy: 0.6 eV
HOMO level: -8.704 eV

***

Relative energies in kJ/mol: A 37.6; B 0.0

***

A:
Formula: C2H4N2OS2
Source: OMol25
Level of theory: the ωB97M-V functional and the def2-TZVPD basis

Last column: Mulliken charge in e.
Geometry (Å):
O1 -2.890 -0.809 0.841  -0.2679
N1 -2.934 0.276 0.044  -0.2050
C1 -1.898 0.612 -0.622  -0.1619
S1 -0.354 -0.268 -0.633  -0.2553
C2 0.588 0.832 0.409  0.0827
N2 1.826 0.765 0.645  -0.3682
S2 2.890 -0.377 0.016  -0.0485
H1 -1.974 -1.203 0.780  0.3066
H2 -1.991 1.487 -1.254  0.4415
H3 0.016 1.637 0.891  0.4077
H4 2.118 -1.078 -0.814  0.0684

HOMO-LUMO gap: 9.7 eV
net charge: 0
lowest unoccupied orbital energy: 0.4 eV
structure (SMILES): O/N=C\S/C=N\S
HOMO level: -9.253 eV

***

B:
Formula: C2H4N2OS2
Source: OMol25
Level of theory: the ωB97M-V functional and the def2-TZVPD basis

Last column: Mulliken charge in e.
Geometry (Å):
N1 1.175 0.826 -0.706  -0.3578
C1 0.922 1.228 0.553  0.3602
S1 1.846 2.192 1.423  -0.3398
S2 -0.605 0.720 1.308  -0.0305
N2 -0.960 -0.875 0.767  -0.2509
C2 -1.294 -1.191 -0.512  0.2209
O1 -1.309 -0.380 -1.385  -0.5950
H1 2.134 0.942 -1.084  0.1963
H2 0.450 0.415 -1.286  0.2195
H3 -0.728 -1.614 1.446  0.2595
H4 -1.631 -2.263 -0.524  0.3175

HOMO-LUMO gap: 9.0 eV
net charge: 0
lowest unoccupied orbital energy: 0.4 eV
structure (SMILES): NC(=S)SNC=O
HOMO level: -8.532 eV

***

C:
Formula: C2H4N2OS2
Source: OMol25
Level of theory: the ωB97M-V functional and the def2-TZVPD basis

Last column: Mulliken charge in e.
Geometry (Å):
O1 -2.423 1.042 -0.126  -0.5941
C1 -1.293 0.531 -0.294  0.6154
N1 -0.189 1.323 -0.651  -0.3172
S1 1.516 0.956 -0.543  0.0063
C2 1.535 -0.578 0.300  -0.5132
S2 0.326 -1.623 -0.709  -0.0209
N2 -1.039 -0.845 0.054  -0.2923
H1 -0.376 2.170 -0.260  0.2835
H2 1.137 -0.521 1.397  0.2538
H3 2.508 -1.068 0.242  0.3383
H4 -1.702 -1.387 0.591  0.2404

HOMO-LUMO gap: 9.2 eV
net charge: 0
lowest unoccupied orbital energy: 0.4 eV
structure (SMILES): O=C1NSCSN1
HOMO level: -8.826 eV

***

Relative energies in kJ/mol: A 269.6; B 0.0; C 88.5